# 1
DFT (ωB97M-V with the def2-TZVPD basis set) results for a cluster of 4 separate species, C30H66BrNO13P3 in total at a distorted geometry.

Calculated values
Frontier orbital gap (alpha / beta) = 8.27 / 7.78 eV
2S+1 = 2
LUMO (alpha / beta) = 0.216 / 0.214 eV
HOMO (alpha / beta) = -8.050 / -7.565 eV

Element x y z (Å)
C 1.05959 -1.24508 -3.16429
C 2.11047 -0.53336 -2.44919
C 1.73257 0.75342 -1.75903
C 2.64520 1.16288 -0.58984
Br 4.36336 1.80070 -1.40655
C 3.03425 0.00532 0.35249
C 2.03039 -0.29243 1.50741
C 2.87390 -0.75802 2.74401
C 1.19008 -1.54039 1.08346
N 1.11158 0.81616 1.82865
O -0.05622 0.68977 1.30964
C 1.68601 2.14494 1.59496
C 0.58978 3.17801 2.01409
C 2.92488 2.48649 2.45053
C 2.01635 2.41937 0.11234
H 0.52306 -2.05558 -2.67574
H 0.75688 -0.95040 -4.16708
H 3.11547 -0.94568 -2.48616
H 1.81927 1.55051 -2.51706
H 0.67043 0.70474 -1.48955
H 3.97852 0.29631 0.82214
H 3.23653 -0.93612 -0.16001
H 2.26968 -0.73518 3.65374
H 3.70682 -0.06276 2.88612
H 3.29906 -1.74040 2.53505
H 0.68387 -1.40476 0.12740
H 1.92366 -2.34743 0.96249
H 0.51475 -1.87156 1.87493
H 1.07354 4.04831 2.46925
H -0.06513 2.77107 2.78812
H 0.00530 3.52547 1.16247
H 3.11418 3.55355 2.32380
H 3.82597 1.95326 2.13567
H 2.74616 2.28293 3.51123
H 2.65639 3.29362 0.01089
H 1.07279 2.63166 -0.39939
O 0.74941 6.89760 0.17156
P 0.84719 8.20314 -0.54686
O -0.34103 9.10566 0.15620
C -0.59766 9.02918 1.55320
C 0.26326 9.98809 2.35393
O 0.12633 7.84187 -1.96326
C -0.21523 6.49887 -2.30066
C -1.60832 6.14839 -1.81617
O 1.53614 9.47534 -1.31838
C 2.02354 10.61710 -0.62520
C 3.27804 10.32510 0.17467
H -0.47313 8.01251 1.92943
H -1.64826 9.29145 1.69098
H 1.32490 9.76979 2.21531
H 0.03489 9.91288 3.41789
H 0.09090 11.02017 2.04396
H 0.52856 5.80061 -1.91747
H -0.18123 6.42823 -3.38949
H -1.73974 6.37229 -0.75766
H -1.81508 5.08855 -1.97604
H -2.35288 6.73200 -2.36028
H 1.23817 11.05654 -0.00935
H 2.25537 11.35983 -1.39078
H 3.14080 9.46230 0.83290
H 3.55489 11.18934 0.77940
H 4.11012 10.09358 -0.49137
O -1.50869 -2.99676 -5.89276
P -2.45999 -4.14816 -5.86882
O -3.86612 -3.48345 -6.41562
C -3.86950 -2.51912 -7.46129
C -3.92409 -3.15630 -8.83706
O -2.76905 -4.27491 -4.27421
C -2.02726 -3.52492 -3.31524
C -2.67706 -2.17948 -3.05482
O -2.99153 -5.69425 -6.00155
C -3.45384 -6.24146 -7.22965
C -2.33633 -6.45995 -8.23085
H -3.01024 -1.85017 -7.39356
H -4.76071 -1.90586 -7.31556
H -3.05781 -3.80065 -9.00441
H -3.93651 -2.39145 -9.61464
H -4.82165 -3.76677 -8.94982
H -0.98875 -3.41821 -3.62533
H -2.01992 -4.10498 -2.39010
H -2.87016 -1.62859 -3.97523
H -2.04605 -1.56437 -2.41044
H -3.64059 -2.32126 -2.56229
H -4.25980 -5.63339 -7.64171
H -3.90197 -7.20551 -6.98187
H -1.74405 -5.55162 -8.37364
H -2.74226 -6.77113 -9.19402
H -1.65595 -7.23681 -7.87985
O 0.92095 -4.42671 6.37618
P -0.37261 -5.15043 6.19239
O -0.21358 -5.82688 4.69706
C 1.02652 -6.36821 4.25905
C 1.20012 -7.82029 4.66275
O -1.38762 -3.91675 5.87342
C -0.97469 -2.55986 6.01714
C -0.36732 -2.03521 4.73204
O -1.70375 -6.02407 6.58503
C -1.71246 -7.44586 6.58714
C -0.89841 -8.03469 7.72274
H 1.87140 -5.77766 4.61702
H 1.02907 -6.29714 3.16964
H 1.17391 -7.93003 5.74944
H 2.15414 -8.20788 4.30295
H 0.40493 -8.43994 4.24480
H -0.29028 -2.44807 6.85741
H -1.86722 -1.98019 6.25987
H 0.42329 -2.68003 4.34687
H 0.04770 -1.03657 4.88348
H -1.12945 -1.97416 3.95279
H -1.40131 -7.83316 5.61641
H -2.75614 -7.74200 6.70775
H 0.11425 -7.62197 7.74481
H -0.83512 -9.11897 7.62472
H -1.36136 -7.80500 8.68324

Atom charges from the Löwdin analysis, given in e for atoms 1 to 8:
1. C 0.0228
2. C -0.1611
3. C -0.2504
4. C -0.6830
5. Br 0.7262
6. C -0.1599
7. C -0.4413
8. C -0.0150

---

# 2
DFT (ωB97M-V with the def2-TZVPD basis set) results for the molecule C7H9BrN4O2S at a distorted geometry.

Calculated values
SMILES = CCS[C@H]1Nc2nc(=O)c(Br)nn2[C@@H]1O
Frontier orbital gap = 9.54 eV
LUMO = 0.180 eV
HOMO = -9.365 eV

Element x y z (Å)
C 0.70687 2.03016 2.71838
C -0.71779 2.39296 2.40571
S -1.16875 1.96437 0.61797
C -1.05203 0.07501 0.36196
N -1.65698 -0.29678 -0.85770
C -0.78762 -0.87622 -1.63727
N -1.14793 -1.35589 -2.77335
C -0.15870 -1.86881 -3.60718
O -0.41892 -2.25929 -4.73369
C 1.22883 -1.84019 -2.93100
Br 2.73852 -2.39993 -3.87955
N 1.51343 -1.37649 -1.75756
N 0.50551 -0.84936 -1.05232
C 0.51688 -0.50650 0.32926
O 0.61234 -1.64877 1.18628
H 0.97200 0.92022 2.83069
H 1.24317 2.68494 1.91178
H 0.97972 2.69355 3.64764
H -0.87570 3.42606 2.57469
H -1.43531 1.85728 3.10734
H -1.50946 -0.41813 1.22531
H -2.68556 -0.39028 -1.04897
H 1.21624 0.29534 0.50597
H 1.38123 -2.25327 0.85559

Atom charges from the natural (NBO) analysis, given in e for atoms 1 to 8:
1. C -0.6556
2. C -0.4903
3. S 0.1163
4. C -0.1288
5. N -0.5943
6. C 0.5986
7. N -0.5532
8. C 0.5836

---

# 3
DFT (ωB97M-V with the def2-TZVPD basis set) results for a structure of composition C17H21BN6Re at a distorted geometry.

Calculated values
Net charge = +2
Frontier orbital gap (alpha / beta) = 6.40 / 4.63 eV
2S+1 = 4
LUMO (alpha / beta) = -8.725 / -10.479 eV
HOMO (alpha / beta) = -15.120 / -15.112 eV

Element x y z (Å)
H -0.77377 -3.10066 -0.31989
N -1.41446 -1.05018 -0.49891
B -2.81517 1.01539 -0.81678
N -2.66340 -0.50885 -0.69008
C -3.57360 -1.48281 -0.94443
Re 0.55845 0.60909 -0.27666
H -4.58708 -1.24564 -1.19027
C -2.91170 -2.70616 -0.84731
H -3.34644 -3.66717 -0.99493
C -1.57599 -2.39325 -0.53574
H -4.00049 1.32351 -0.95390
C 2.31681 1.21608 0.52797
H 3.03257 0.36509 0.51361
H 2.50451 1.76529 1.47421
H 2.55020 1.80029 -0.37702
N -1.95340 1.47780 -1.98114
N -2.24918 1.66048 0.49551
N -0.58579 1.20977 -1.94255
N -0.93223 1.54800 0.92202
C -2.27037 2.11049 -3.13295
C -2.88627 2.50028 1.31965
H -3.30526 2.35040 -3.29377
H -3.89709 2.77967 1.07085
C -1.10675 2.31420 -3.85537
C -2.02484 2.88160 2.31952
C -0.07568 1.72529 -3.10972
C -0.80917 2.24047 2.09661
H -0.91707 2.83203 -4.78166
H -2.26616 3.56456 3.12581
H 0.96950 1.68304 -3.33771
H 0.09324 2.18202 2.70953
H 1.28434 0.54112 -1.74422
C 0.80106 -0.68194 1.37619
C 2.03996 -1.57294 1.45095
C 3.13065 -1.21251 2.25924
C 4.38041 -1.81677 2.09612
C 4.51654 -2.85442 1.14460
C 3.41715 -3.26738 0.40614
C 2.17126 -2.64549 0.55060
H -0.12502 -1.24241 1.20117
H 0.74282 -0.03369 2.26569
H 3.01676 -0.38108 2.96763
H 5.23065 -1.49406 2.68825
H 5.49824 -3.30657 0.98803
H 3.50934 -4.09601 -0.31287
H 1.30190 -2.93598 -0.03206

Atom charges from the natural (NBO) analysis, given in e for atoms 1 to 8:
1. H 0.2157
2. N -0.3405
3. B 0.5258
4. N -0.3286
5. C 0.0447
6. Re 1.4957
7. H 0.2523
8. C -0.3115

---

no.,energy (Ha)
1,-5813.553518
2,-3613.783501
3,-1091.359359